Entry 1:
11 unconnected molecules or ions with the total composition C49H119NO21 in a non-equilibrium geometry. Source: the Open Molecules 2025 dataset; level of theory: ωB97M-V/def2-TZVPD.

The geometry in XYZ format:
```
190
Properties=species:S:1:pos:R:3:forces:R:3
C -7.923 -36.635 -20.555 -0.4 0.0 -1.5
O -8.645 -36.234 -19.446 -0.6 0.5 0.2
C -8.759 -37.233 -18.464 1.3 1.9 1.3
C -9.334 -36.575 -17.148 0.6 -2.3 -2.2
O -8.471 -35.579 -16.671 -1.0 0.5 -0.5
C -9.078 -34.931 -15.579 -0.2 -0.4 1.3
H -8.539 -37.303 -21.156 0.1 -0.6 -0.1
H -6.955 -37.105 -20.375 0.1 0.0 0.5
H -7.773 -35.794 -21.231 0.1 0.3 0.4
H -7.720 -37.455 -18.221 0.2 -0.7 0.3
H -9.239 -38.148 -18.812 -0.5 0.1 0.1
H -9.338 -37.450 -16.499 -0.3 0.1 0.7
H -10.365 -36.308 -17.384 -0.1 0.7 0.4
H -9.176 -35.655 -14.770 0.5 -0.1 0.5
H -10.126 -34.638 -15.649 -0.1 0.3 -1.1
H -8.521 -34.062 -15.227 0.3 -0.2 -0.3
C -16.016 -35.324 -10.239 1.6 0.5 0.3
O -16.122 -36.004 -11.481 -1.0 -0.7 0.6
C -16.067 -37.418 -11.342 -1.3 0.1 -0.1
C -17.325 -38.050 -10.593 0.8 1.1 0.3
O -17.192 -37.785 -9.213 0.6 -0.6 2.2
C -18.364 -37.876 -8.386 -0.2 0.7 -1.1
H -16.006 -35.922 -9.328 -0.5 -0.4 -0.4
H -16.729 -34.510 -10.109 -0.1 -0.1 -0.4
H -15.002 -34.924 -10.263 0.1 0.7 0.2
H -15.110 -37.688 -10.894 -0.1 -0.3 0.5
H -16.021 -37.777 -12.370 -0.3 -0.2 0.0
H -17.399 -39.122 -10.773 0.0 -0.1 -0.2
H -18.258 -37.533 -10.814 -0.1 -0.1 -1.2
H -18.751 -38.873 -8.173 0.1 -0.3 -0.6
H -19.098 -37.246 -8.890 -0.7 -0.3 -0.1
H -18.305 -37.416 -7.400 1.1 0.2 -0.1
C -8.302 -41.109 -5.696 -0.8 -0.4 -0.5
O -7.801 -42.192 -6.465 0.1 0.2 -0.2
C -8.621 -43.339 -6.587 -0.6 0.7 -0.4
C -10.054 -43.156 -7.196 0.5 0.0 1.0
O -10.936 -42.570 -6.255 -1.3 -0.6 0.3
C -12.285 -42.260 -6.752 2.0 1.2 0.4
H -9.198 -40.690 -6.155 0.0 0.2 -0.3
H -7.538 -40.332 -5.654 0.0 -0.3 0.2
H -8.681 -41.434 -4.727 0.5 -0.1 0.4
H -8.675 -43.852 -5.627 -0.4 0.0 0.3
H -8.079 -44.009 -7.254 0.0 0.1 -0.1
H -10.366 -44.180 -7.400 -0.3 -0.2 -0.4
H -10.089 -42.547 -8.099 0.5 -0.1 -0.3
H -12.096 -41.343 -7.310 -0.6 0.1 -0.5
H -12.874 -41.954 -5.887 0.0 -0.4 0.0
H -12.805 -42.989 -7.373 0.4 -0.4 0.2
C -19.250 -30.113 -6.107 0.4 0.4 0.6
O -18.726 -28.768 -6.132 0.1 -1.4 0.3
C -19.698 -27.836 -5.755 -0.2 1.5 -0.6
C -19.112 -26.452 -5.511 0.7 0.7 -1.4
O -18.460 -25.779 -6.605 0.0 -0.5 -0.1
C -17.380 -26.436 -7.284 -0.7 0.5 0.4
H -19.437 -30.385 -5.069 -0.3 0.0 0.1
H -18.529 -30.854 -6.454 0.3 0.5 -0.3
H -20.158 -30.243 -6.695 -0.1 0.3 -0.1
H -20.195 -27.957 -4.792 -0.2 -1.1 0.2
H -20.435 -27.806 -6.557 -0.4 0.2 0.0
H -18.475 -26.510 -4.628 0.4 0.1 0.1
H -19.890 -25.709 -5.336 -0.4 -0.5 0.5
H -17.746 -27.288 -7.857 0.2 -0.2 0.2
H -16.621 -26.693 -6.546 0.2 -0.3 -0.2
H -16.998 -25.708 -8.000 0.1 0.1 0.2
C -0.168 -24.468 3.839 -0.1 0.2 -0.6
O -1.110 -25.377 4.371 0.0 -0.5 -0.9
C -2.118 -25.819 3.439 0.8 -0.3 1.0
C -3.258 -24.854 3.399 -0.9 1.6 0.9
O -3.618 -24.279 4.677 0.8 0.5 -1.0
C -4.130 -25.145 5.624 -1.0 -0.3 0.1
H -0.571 -23.466 3.689 -0.1 0.3 0.7
H 0.146 -24.683 2.818 0.1 -0.8 -0.2
H 0.731 -24.484 4.455 -0.3 0.2 0.2
H -2.406 -26.818 3.767 -0.2 0.1 0.3
H -1.724 -25.983 2.436 0.2 0.3 -0.2
H -4.154 -25.258 2.927 -0.1 -0.4 -0.1
H -3.012 -23.948 2.845 0.3 -0.1 -0.2
H -4.584 -24.595 6.449 0.6 0.4 0.1
H -3.382 -25.838 6.007 -0.1 -0.3 0.0
H -5.026 -25.606 5.207 0.1 -0.9 -0.2
C -14.291 -31.541 0.694 -0.2 2.1 0.6
O -15.420 -30.685 1.013 0.1 -1.5 1.2
C -15.616 -29.526 0.272 0.0 0.1 -0.2
C -14.692 -28.305 0.633 -1.6 0.5 -1.9
O -15.403 -27.092 0.212 -0.3 -0.7 0.8
C -14.543 -25.969 0.253 0.1 -0.2 -1.0
H -14.238 -32.303 1.471 -0.3 -0.1 -0.4
H -13.412 -30.907 0.811 0.4 -0.2 0.0
H -14.279 -31.898 -0.336 -0.4 -0.3 0.0
H -16.669 -29.249 0.318 0.0 0.2 0.6
H -15.518 -29.876 -0.756 0.5 0.8 -0.6
H -13.875 -28.450 -0.074 0.8 0.4 0.6
H -14.423 -28.118 1.673 0.2 -0.8 0.0
H -14.070 -25.785 1.218 0.4 -0.5 0.1
H -15.020 -25.017 0.022 -0.8 -0.4 -0.1
H -13.876 -26.162 -0.586 1.0 0.5 0.4
C -18.178 -30.150 -20.093 1.0 -1.1 0.5
O -16.724 -30.362 -20.187 -2.2 2.3 -2.3
C -16.077 -31.297 -19.410 -0.4 1.1 0.8
C -15.531 -30.466 -18.232 0.4 -1.8 -0.1
O -16.539 -30.241 -17.302 -0.4 0.1 1.0
C -16.006 -29.515 -16.203 -0.9 0.4 -0.2
H -18.670 -30.937 -20.665 -0.1 0.0 -0.1
H -18.515 -29.181 -20.461 0.8 0.0 -0.3
H -18.552 -30.197 -19.070 0.3 -0.2 0.2
H -15.264 -31.735 -19.988 0.1 0.0 0.0
H -16.817 -32.069 -19.200 0.4 -0.4 0.9
H -15.135 -29.505 -18.561 0.1 0.0 -0.6
H -14.706 -31.017 -17.779 0.3 -0.1 0.4
H -15.304 -30.102 -15.612 0.3 0.0 -0.2
H -16.806 -29.197 -15.534 -0.2 -0.3 -0.1
H -15.598 -28.587 -16.603 0.6 0.1 0.2
C 0.804 -29.514 -3.752 -0.1 -1.6 0.9
O 0.644 -30.941 -4.026 0.3 0.7 0.1
C 1.424 -31.821 -3.203 -0.2 0.4 -0.9
C 0.711 -33.166 -3.084 1.1 0.0 0.3
O 0.343 -33.711 -4.314 -0.8 0.2 -1.0
C -0.536 -34.801 -4.221 -0.5 -0.6 -0.4
H 0.641 -28.876 -4.621 0.0 -0.5 -0.1
H 1.788 -29.342 -3.316 0.2 0.2 -0.2
H 0.066 -29.292 -2.981 -0.1 0.4 0.0
H 1.612 -31.418 -2.208 -0.4 0.1 0.3
H 2.427 -31.931 -3.614 0.1 -0.1 -0.5
H -0.091 -33.032 -2.358 -0.5 -0.3 -0.2
H 1.432 -33.897 -2.719 0.2 0.1 1.0
H -1.474 -34.555 -3.723 0.1 0.2 0.4
H -0.117 -35.722 -3.814 0.5 0.2 0.8
H -0.854 -35.188 -5.189 0.3 0.8 -0.5
C -8.181 -18.268 -3.860 -0.1 -1.3 -0.3
O -8.239 -18.788 -5.175 -1.3 -0.3 -0.7
C -9.599 -19.032 -5.652 1.0 -0.7 0.0
C -10.027 -20.513 -5.440 1.3 0.2 -0.6
O -9.132 -21.450 -6.103 -0.7 1.0 1.2
C -8.878 -21.158 -7.457 0.5 -0.5 0.5
H -8.431 -17.208 -3.909 0.2 0.0 0.7
H -7.210 -18.556 -3.457 0.4 0.9 -0.3
H -8.813 -18.874 -3.212 -0.7 0.5 0.2
H -9.586 -18.821 -6.721 0.1 0.0 0.0
H -10.323 -18.341 -5.221 0.0 0.0 0.3
H -11.031 -20.701 -5.821 -0.3 0.3 -0.1
H -10.011 -20.749 -4.376 0.1 -0.2 -0.1
H -8.322 -22.044 -7.765 -0.5 0.0 -0.7
H -8.179 -20.336 -7.610 -0.1 0.4 0.2
H -9.814 -20.963 -7.981 0.0 -0.2 -0.4
C -10.092 -24.923 -14.724 -0.2 0.3 0.6
O -9.984 -23.495 -14.768 -0.6 -0.4 -0.8
C -11.104 -22.885 -15.405 -0.2 0.4 0.4
C -10.921 -21.368 -15.484 1.8 1.0 1.5
O -10.354 -20.862 -14.215 -0.5 0.6 0.0
C -10.099 -19.430 -14.179 0.3 -0.7 -1.5
H -10.596 -25.245 -13.812 -0.1 0.2 0.3
H -9.092 -25.354 -14.694 0.0 0.1 -0.3
H -10.703 -25.358 -15.515 0.3 0.2 -0.5
H -12.050 -23.139 -14.927 0.0 0.0 0.7
H -11.268 -23.254 -16.417 0.4 -0.1 -0.4
H -11.810 -20.777 -15.705 -0.4 -0.4 -0.1
H -10.174 -21.140 -16.245 0.1 0.0 -0.3
H -10.890 -18.871 -14.678 -0.4 0.0 0.3
H -9.209 -19.169 -14.751 0.3 -0.4 -0.5
H -9.834 -18.985 -13.220 -0.7 -0.8 0.5
C -8.041 -29.996 -2.820 0.3 1.1 -0.8
C -7.577 -29.399 -4.205 1.7 1.5 0.3
C -6.488 -30.276 -4.893 0.0 -1.0 0.6
C -7.017 -31.443 -5.681 0.2 0.6 -0.3
C -8.123 -31.035 -6.640 1.0 -1.4 0.5
C -9.197 -30.185 -6.012 -0.5 0.1 1.7
N -8.660 -29.128 -5.132 2.0 -0.4 -1.3
O -9.555 -28.151 -4.680 -0.4 -0.6 0.2
C -10.010 -29.524 -7.094 -1.2 0.1 -0.5
C -10.085 -31.117 -5.140 -0.3 -0.2 -0.5
C -6.830 -27.996 -4.016 -0.5 0.0 1.1
H -7.189 -30.183 -2.166 0.1 -0.6 -0.3
H -8.699 -30.844 -3.011 0.4 -0.1 0.5
H -8.581 -29.233 -2.259 -0.4 0.1 -0.3
H -5.730 -29.760 -5.482 -0.4 0.6 0.0
H -5.943 -30.845 -4.140 0.4 0.8 0.6
H -7.296 -32.194 -4.941 -0.5 -0.3 -0.3
H -6.191 -31.851 -6.262 0.0 -0.3 0.0
H -8.534 -32.023 -6.847 -0.7 0.2 -0.7
H -7.675 -30.670 -7.564 -0.2 0.5 0.1
H -10.041 -30.113 -8.011 0.1 -0.3 0.1
H -11.048 -29.435 -6.772 -0.1 0.2 0.0
H -9.676 -28.531 -7.394 0.3 0.0 0.3
H -10.586 -31.826 -5.799 -0.7 0.3 0.0
H -9.612 -31.793 -4.428 0.7 0.3 -0.1
H -10.741 -30.485 -4.541 -0.4 -0.2 -0.3
H -5.830 -27.994 -3.583 0.2 -0.9 0.0
H -7.357 -27.369 -3.297 -0.4 0.1 -0.1
H -6.700 -27.397 -4.918 -0.4 -0.4 -0.4
H -9.256 -27.357 -5.129 -0.1 0.2 -0.1
```
Positions in Å, forces in eV/Å.

Summary:
energy above the lowest of the compared OMol25 structures with the same formula, charge and spin = 6.1982 eV
total charge = 0
electronic energy = -3572.40544 Eh
highest occupied orbital energy = -7.940 eV
orbital gap = 8.364 eV



Entry 2:
A single C16H19ClN4O molecule in a non-equilibrium geometry. Source: the Open Molecules 2025 dataset; level of theory: ωB97M-V/def2-TZVPD.

The geometry in XYZ format:
```
41
Properties=species:S:1:pos:R:3:forces:R:3
Cl 0.376 3.694 0.664 -0.2 -0.5 1.0
N 0.160 -3.427 -5.856 0.3 -0.4 0.3
O -1.282 1.146 0.483 0.1 0.4 0.4
C -0.784 -2.540 -5.523 2.4 -0.4 2.0
C -0.390 -2.002 -4.232 -2.7 1.2 -2.0
C 0.760 -2.528 -3.841 0.3 -1.7 -0.9
C -0.011 3.816 4.699 -0.3 -1.2 -0.9
C -0.510 2.563 5.036 -0.4 -0.5 -1.6
C 0.233 4.080 3.357 0.2 0.3 -1.0
C -0.801 1.617 4.024 1.3 1.7 0.0
C 0.002 3.162 2.314 -0.1 0.0 1.2
C -0.504 1.897 2.672 -0.3 -0.8 -0.6
N 1.086 -3.473 -4.825 0.1 1.0 1.0
N 1.430 -0.501 2.583 -1.8 0.7 0.2
N -0.182 -1.407 -2.040 -0.4 -0.1 0.8
C -1.026 -1.118 -3.234 0.7 0.7 0.8
C 1.078 -2.144 -2.428 -0.7 0.9 -0.2
C -1.532 0.112 -0.433 0.4 -1.4 -0.4
C 0.669 -0.941 0.295 -0.9 0.7 -0.6
C 0.775 0.105 1.412 -0.4 0.0 -0.4
C -0.157 -0.397 -0.929 1.4 -0.8 -0.5
C -0.639 0.718 1.688 0.2 -0.1 0.3
H -1.657 -2.304 -6.124 0.4 -0.3 -0.1
H 0.184 4.543 5.450 0.2 0.5 0.4
H -0.706 2.292 6.039 -0.1 -0.1 0.9
H 0.640 5.038 3.056 0.0 0.1 0.1
H -1.132 0.637 4.298 -0.3 -0.3 0.0
H 1.893 -4.135 -4.741 -1.5 0.9 -0.9
H 2.301 -0.921 2.340 0.6 0.0 -0.1
H 1.518 0.174 3.344 0.3 -0.3 -0.3
H -2.050 -1.395 -3.050 -0.5 -0.2 0.2
H -1.066 -0.031 -3.510 0.4 -0.6 0.1
H 1.942 -1.495 -2.348 0.5 0.3 -0.1
H 1.269 -3.014 -1.829 -0.1 -0.4 0.6
H -2.059 0.492 -1.315 -0.2 0.3 0.5
H -2.165 -0.707 0.031 0.7 0.6 -0.4
H 0.179 -1.855 0.665 0.3 0.1 -0.1
H 1.691 -1.114 -0.023 0.2 -0.5 -0.1
H 1.367 0.929 1.024 0.1 0.3 -0.2
H 0.375 0.503 -1.323 -0.3 -0.2 0.4
H -1.275 -0.071 2.127 0.2 0.2 0.2
```
Positions in Å, forces in eV/Å.

Summary:
total charge = 0
electronic energy = -1375.47955 Eh
highest occupied orbital energy = -8.283 eV
orbital gap = 8.964 eV



- Look up the orbital gap of the first one.
  8.364 eV